C47H53N3P2RuS2 | the ωB97M-V functional and the def2-TZVPD basis

Geometry as ORCA input:
```
! wB97M-V def2-TZVPD RIJCOSX def2/J DEFGRID3
* xyz -1 2
Ru 0.120 -0.859 -0.890
S 1.811 -1.386 -3.777
P -0.377 0.774 -2.390
C -1.144 0.890 -0.874
P -2.704 0.789 -0.201
S -3.064 -0.477 1.284
C -3.029 2.515 0.385
C -2.955 2.842 1.733
C -3.004 4.170 2.144
C -3.135 5.190 1.212
C -3.212 4.874 -0.140
C -3.153 3.548 -0.545
C -4.063 0.544 -1.420
C -5.247 1.280 -1.400
C -6.282 0.986 -2.279
C -6.153 -0.055 -3.187
C -4.988 -0.811 -3.200
C -3.961 -0.514 -2.318
C -1.395 0.609 -3.895
C -1.478 -0.611 -4.559
C -2.304 -0.757 -5.665
C -3.060 0.317 -6.115
C -2.982 1.540 -5.461
C -2.145 1.685 -4.362
C 0.531 2.335 -2.742
C 0.424 3.405 -1.858
C 1.115 4.588 -2.096
C 1.922 4.712 -3.219
C 2.032 3.648 -4.107
C 1.338 2.468 -3.872
H -2.860 2.038 2.453
H -2.943 4.408 3.200
H -3.172 6.224 1.533
H -3.310 5.661 -0.878
H -3.188 3.313 -1.605
H -5.367 2.086 -0.688
H -7.194 1.571 -2.250
H -6.956 -0.280 -3.878
H -4.875 -1.627 -3.902
H -3.062 -1.119 -2.319
H -0.875 -1.442 -4.211
H -2.356 -1.711 -6.177
H -3.706 0.205 -6.977
H -3.573 2.380 -5.804
H -2.085 2.641 -3.852
H -0.203 3.284 -0.981
H 1.015 5.416 -1.402
H 2.463 5.632 -3.404
H 2.663 3.736 -4.984
H 1.431 1.635 -4.559
C 3.142 2.463 4.290
C 3.974 2.058 3.067
C 4.596 3.321 2.471
C 5.104 1.118 3.514
C 3.095 1.328 2.053
C 3.040 1.672 0.697
C 2.249 0.963 -0.170
N 1.482 -0.083 0.217
C 1.534 -0.441 1.528
C 2.331 0.244 2.438
C 0.662 -1.553 1.860
C 0.631 -2.218 3.091
C -0.205 -3.289 3.284
C -1.011 -3.658 2.185
C -0.947 -2.969 1.013
N -0.104 -1.920 0.819
C -0.291 -4.068 4.591
C 0.089 -5.532 4.331
C -1.728 -4.003 5.126
C 0.648 -3.505 5.657
H 3.768 3.001 5.007
H 2.720 1.597 4.802
H 2.314 3.114 3.999
H 5.179 3.836 3.238
H 3.833 4.011 2.106
H 5.270 3.089 1.643
H 5.764 1.628 4.222
H 5.700 0.795 2.658
H 4.705 0.225 3.999
H 3.597 2.507 0.298
H 2.221 1.196 -1.221
H 2.323 -0.080 3.470
H 1.280 -1.873 3.883
H -1.713 -4.479 2.261
H -1.583 -3.212 0.175
H -0.583 -5.997 3.609
H 0.039 -6.107 5.260
H 1.105 -5.603 3.935
H -2.436 -4.460 4.434
H -2.037 -2.967 5.280
H -1.798 -4.533 6.080
H 1.692 -3.546 5.338
H 0.554 -4.096 6.571
H 0.403 -2.469 5.902
C 2.148 -4.300 -2.747
C 2.466 -3.087 -1.869
C 3.936 -2.685 -2.036
C 2.257 -3.478 -0.413
N 1.554 -1.949 -2.229
H 2.690 -5.182 -2.387
H 2.422 -4.108 -3.784
H 1.077 -4.513 -2.710
H 4.582 -3.482 -1.657
H 4.138 -1.772 -1.467
H 4.175 -2.491 -3.079
H 2.983 -4.248 -0.137
H 1.257 -3.878 -0.245
H 2.405 -2.622 0.245
*
```

Summary:
HOMO-LUMO gap (alpha / beta) in eV: 5.514 / 5.571
<S²>: 0.7675
F_max in hartree/bohr: 0.032
Energy relative to the best compared isomer or geometry (same formula, charge and spin) in kcal per mole: 24.9

***

C47H56Cl2F2N2O7SSi | the ωB97M-V functional and the def2-TZVPD basis

Geometry as ORCA input:
```
! wB97M-V def2-TZVPD RIJCOSX def2/J DEFGRID3
* xyz 0 1
C 1.091 2.177 6.367
C 1.788 1.837 5.168
C 2.434 1.587 3.646
C 1.243 1.876 2.557
C 1.231 3.352 1.771
C 2.396 4.477 2.027
F 3.779 4.028 1.739
F 2.364 4.776 3.508
C 2.156 5.913 1.274
C 2.298 5.878 -0.358
Si 4.060 6.253 -1.037
C 4.197 7.927 -2.021
C 5.441 6.332 0.331
C 4.427 4.854 -2.366
C 4.834 5.147 -3.928
C 5.049 3.795 -4.889
C 4.844 2.241 -4.307
C 4.457 1.946 -2.708
C 4.253 3.298 -1.778
C -0.007 3.617 0.728
C -1.130 2.454 0.456
C -1.145 0.952 1.172
C 0.090 0.698 2.271
C 0.287 -0.703 3.099
O -0.933 -1.508 3.266
C -0.607 -2.882 3.694
C -0.048 -3.845 2.455
N -2.184 -0.098 0.846
C -1.776 -0.884 -0.405
Cl -0.855 -0.098 -1.853
C -2.041 -2.364 -0.565
C -2.824 -3.265 0.560
Cl -1.480 -3.234 -2.147
C -3.580 0.468 0.720
C -4.808 -0.449 1.382
C -6.351 0.100 1.226
C -6.737 1.509 0.432
C -8.315 2.024 0.249
C -8.601 2.996 1.565
C -5.544 2.440 -0.200
C -5.748 3.884 -0.974
C -5.883 3.876 -2.629
C -6.039 5.362 -3.373
C -6.046 6.669 -2.385
N -5.966 6.699 -0.885
C -5.820 5.348 -0.243
C -3.996 1.870 -0.042
S -2.532 2.851 -0.781
H 0.952 2.631 7.462
H 2.798 0.450 3.656
H 3.356 2.303 3.581
H 1.090 6.344 1.593
H 2.940 6.684 1.704
H 1.588 6.741 -0.779
H 1.904 4.885 -0.864
H 4.328 8.770 -1.193
H 3.235 8.059 -2.675
H 5.182 7.823 -2.687
H 5.087 6.803 1.342
H 6.371 6.924 -0.089
H 5.795 5.234 0.538
H 4.957 6.252 -4.344
H 5.316 3.863 -6.037
H 4.963 1.285 -4.996
H 4.299 0.846 -2.279
H 3.957 3.132 -0.654
H -0.153 4.640 0.130
H 0.736 -0.557 4.195
H 1.129 -1.316 2.515
H 0.171 -2.781 4.580
H -1.628 -3.382 4.032
H -0.826 -4.690 2.203
H 0.214 -3.194 1.490
H 1.005 -4.274 2.816
H -3.978 -3.285 0.325
H -2.555 -2.853 1.624
H -2.452 -4.390 0.418
H -4.506 -1.469 1.924
H -7.204 -0.565 1.704
H -9.012 1.084 0.200
H -8.316 2.662 -0.760
H -8.051 2.511 2.505
H -8.000 3.999 1.342
H -9.743 3.170 1.759
H -5.874 2.893 -3.264
H -6.136 5.391 -4.547
H -6.129 7.729 -2.930
H -5.750 5.335 0.949
C 6.748 -7.049 4.371
C 5.828 -5.862 4.594
O 4.743 -5.861 3.660
C 3.762 -6.772 3.893
O 3.730 -7.573 4.813
O 2.841 -6.663 2.902
C 1.812 -7.648 2.968
H 7.099 -7.074 3.336
H 7.614 -7.001 5.037
H 6.233 -7.999 4.552
H 6.389 -4.938 4.428
H 5.450 -5.829 5.623
H 1.322 -7.645 3.947
H 2.226 -8.635 2.745
H 1.063 -7.407 2.208
C -1.542 -8.770 -6.997
C -0.129 -8.615 -6.462
O 0.283 -7.243 -6.468
C -0.259 -6.460 -5.500
O -1.051 -6.820 -4.644
O 0.202 -5.196 -5.673
C -0.384 -4.246 -4.785
H -1.628 -8.321 -7.990
H -1.820 -9.825 -7.060
H -2.273 -8.264 -6.357
H 0.563 -9.155 -7.115
H -0.025 -9.044 -5.458
H -0.270 -4.555 -3.741
H -1.441 -4.107 -5.033
H 0.131 -3.291 -4.919
*
```

Summary:
HOMO-LUMO gap in eV: 7.348
F_max in hartree/bohr: 0.192

***

C47H56MnN9P | the ωB97M-V functional and the def2-TZVPD basis

Geometry as ORCA input:
```
! wB97M-V def2-TZVPD RIJCOSX def2/J DEFGRID3
* xyz 0 6
Mn 0.616 -0.266 -0.496
C -2.974 2.038 -0.729
C -2.665 3.224 -1.418
C -1.366 3.458 -1.748
C -0.336 2.539 -1.388
N -0.664 1.345 -0.790
C -1.953 1.155 -0.470
N 0.899 2.946 -1.618
C 1.997 2.245 -1.394
N 2.102 0.935 -0.996
C 3.438 0.627 -0.900
N 4.003 -0.538 -0.649
C 3.397 -1.714 -0.616
C 4.279 -2.831 -0.559
C 3.815 -4.101 -0.717
C 2.437 -4.273 -0.914
C 1.624 -3.166 -0.897
N 2.038 -1.901 -0.719
C 4.225 1.784 -1.225
C 5.597 2.004 -1.289
C 6.034 3.235 -1.732
C 5.128 4.240 -2.089
C 3.765 4.043 -2.004
C 3.308 2.802 -1.573
H -3.985 1.807 -0.431
H -3.446 3.928 -1.668
H -1.057 4.339 -2.285
H -2.182 0.211 0.021
H 5.327 -2.608 -0.447
H 4.481 -4.951 -0.712
H 2.012 -5.251 -1.079
H 0.565 -3.311 -1.057
H 6.288 1.227 -0.999
H 7.094 3.435 -1.806
H 5.511 5.189 -2.435
H 3.062 4.815 -2.274
C 1.982 -2.232 2.663
C 0.695 -2.929 2.224
C 0.175 -3.853 3.322
P -0.448 -1.630 1.453
C -1.563 -0.933 2.823
C -0.696 -0.350 3.939
C -2.701 -1.780 3.388
C -1.536 -2.675 0.406
C -2.339 -3.697 0.901
C -3.125 -4.497 0.087
C -4.099 -5.474 0.675
C -2.993 -4.345 -1.292
C -2.191 -3.364 -1.821
C -1.512 -2.435 -0.998
N -0.833 -1.392 -1.543
C -1.295 -0.845 -2.736
C -0.375 -0.489 -3.752
C 1.071 -0.894 -3.690
C -0.806 0.213 -4.863
C -2.141 0.533 -5.055
C -2.612 1.257 -6.279
C -3.047 0.122 -4.091
C -2.666 -0.550 -2.941
C -3.782 -0.923 -2.002
H 2.750 -2.969 2.891
H 1.820 -1.617 3.544
H 2.347 -1.593 1.859
H 0.940 -3.561 1.359
H -0.098 -3.305 4.220
H 0.963 -4.559 3.587
H -0.678 -4.435 2.983
H -2.046 -0.088 2.316
H -0.378 -1.120 4.636
H -1.249 0.402 4.503
H 0.182 0.130 3.510
H -2.334 -2.657 3.913
H -3.379 -2.082 2.595
H -3.264 -1.173 4.099
H -2.376 -3.871 1.963
H -3.997 -5.520 1.756
H -3.957 -6.472 0.266
H -5.118 -5.162 0.447
H -3.532 -5.007 -1.956
H -2.076 -3.270 -2.894
H 1.174 -1.959 -3.482
H 1.610 -0.341 -2.913
H 1.552 -0.677 -4.640
H -0.076 0.512 -5.602
H -1.795 1.411 -6.978
H -3.037 2.227 -6.019
H -3.389 0.672 -6.770
H -4.095 0.337 -4.247
H -4.264 -1.843 -2.335
H -4.526 -0.130 -2.009
H -3.448 -1.086 -0.985
C -1.417 4.672 2.425
C -2.107 3.319 2.384
N -1.135 2.275 2.162
C 0.220 2.444 2.228
N 0.961 1.500 1.740
C 2.385 1.577 2.011
C 2.693 2.306 3.316
C 2.073 3.689 3.210
N 0.669 3.544 2.899
C -0.249 4.542 3.394
H -2.106 5.453 2.745
H -1.037 4.918 1.431
H -2.861 3.286 1.594
H -2.612 3.128 3.341
H -1.374 1.584 1.468
H 2.897 2.101 1.197
H 2.774 0.556 2.035
H 3.766 2.382 3.473
H 2.247 1.772 4.157
H 2.585 4.265 2.426
H 2.163 4.236 4.153
H 0.287 5.491 3.480
H -0.628 4.265 4.392
*
```

Summary:
HOMO-LUMO gap (alpha / beta) in eV: 5.116 / 5.195
<S²>: 8.7564
F_max in hartree/bohr: 0.068
Energy relative to the best compared isomer or geometry (same formula, charge and spin) in kcal per mole: 25.0

***

C47H57IrN8O3SSi | the ωB97M-V functional and the def2-TZVPD basis

Geometry as ORCA input:
```
! wB97M-V def2-TZVPD RIJCOSX def2/J DEFGRID3
* xyz 1 2
Ir 0.395 0.648 0.063
O -0.587 -1.534 -4.826
C 0.299 -0.562 -5.092
C 0.745 -0.449 -6.411
C 1.639 0.536 -6.766
C 2.120 1.437 -5.814
C 1.696 1.318 -4.512
C 0.792 0.325 -4.122
C 0.399 0.227 -2.715
O 1.016 0.988 -1.862
N -0.528 -0.630 -2.371
N -0.800 -0.593 -1.006
C -1.689 -1.426 -0.599
C -2.238 -1.475 0.723
C -3.244 -2.429 0.960
C -3.958 -2.429 2.132
C -3.702 -1.431 3.074
C -2.721 -0.486 2.873
C -1.936 -0.516 1.714
O -1.003 0.429 1.556
H -0.844 -1.472 -3.882
H 0.360 -1.152 -7.137
H 1.967 0.609 -7.795
H 2.810 2.219 -6.102
H 2.047 1.998 -3.748
H -2.098 -2.091 -1.354
H -3.461 -3.154 0.185
H -4.732 -3.163 2.307
H -4.283 -1.392 3.987
H -2.548 0.284 3.608
C 2.726 -1.289 -1.206
N 3.759 -2.304 -1.149
C 4.682 -1.984 -0.060
N 3.994 -1.922 1.229
C 2.963 -0.908 1.155
N 1.968 -1.183 0.079
C 1.383 -2.528 0.339
N 2.401 -3.558 0.416
C 3.128 -3.593 -0.855
C 3.349 -3.214 1.478
H 2.021 -1.545 -1.998
H 3.164 -0.314 -1.424
H 5.151 -1.017 -0.259
H 5.461 -2.746 -0.017
H 3.400 0.075 0.976
H 2.424 -0.877 2.101
H 0.701 -2.765 -0.480
H 0.812 -2.490 1.268
H 2.437 -3.847 -1.660
H 3.900 -4.362 -0.800
H 4.111 -3.991 1.538
H 2.820 -3.169 2.433
C 5.528 4.503 0.183
C 6.097 4.716 -1.217
C 5.730 3.646 -2.246
C 4.245 3.553 -2.580
N 3.528 2.844 -1.524
C 2.298 3.070 -1.094
S 1.894 2.449 0.504
N 1.494 3.901 -1.727
C 0.156 4.291 -1.267
C 0.153 5.373 -0.193
C 0.526 6.775 -0.670
C 1.987 6.954 -1.075
H 5.914 5.256 0.870
H 5.807 3.525 0.585
H 4.440 4.572 0.209
H 7.186 4.754 -1.155
H 5.783 5.693 -1.596
H 6.077 2.663 -1.908
H 6.263 3.843 -3.178
H 4.093 3.043 -3.535
H 3.832 4.563 -2.661
H 4.059 2.207 -0.950
H 1.814 4.303 -2.595
H -0.348 3.389 -0.915
H -0.373 4.639 -2.156
H 0.811 5.065 0.624
H -0.856 5.389 0.227
H 0.301 7.473 0.139
H -0.125 7.062 -1.502
H 2.659 6.526 -0.327
H 2.236 8.010 -1.178
H 2.215 6.485 -2.035
C -2.220 5.283 2.895
C -2.525 4.314 1.949
C -1.771 3.154 1.866
C -0.684 2.933 2.718
C -0.400 3.920 3.668
C -1.158 5.081 3.760
Si 0.396 1.392 2.747
C -0.064 0.151 4.089
C -0.575 0.698 5.267
C -0.897 -0.106 6.352
C -0.697 -1.476 6.286
C -0.171 -2.037 5.130
C 0.139 -1.227 4.049
C 2.134 1.874 3.378
C 2.906 0.891 4.010
C 4.184 1.152 4.484
C 4.719 2.423 4.366
C 3.962 3.432 3.785
C 2.698 3.156 3.296
H -2.816 6.183 2.965
H -3.364 4.457 1.279
H -2.042 2.409 1.130
H 0.416 3.782 4.367
H -0.918 5.822 4.511
H -0.744 1.767 5.343
H -1.306 0.339 7.250
H -0.946 -2.104 7.130
H -0.013 -3.107 5.071
H 0.525 -1.688 3.147
H 2.500 -0.100 4.162
H 4.751 0.363 4.961
H 5.712 2.634 4.741
H 4.359 4.436 3.713
H 2.134 3.966 2.849
*
```

Summary:
HOMO-LUMO gap (alpha / beta) in eV: 7.535 / 7.338
<S²>: 0.7547
F_max in hartree/bohr: 0.021
Energy relative to the best compared isomer or geometry (same formula, charge and spin) in kcal per mole: 24.2

***

Calculated M in order - 887.1 930.0 832.9 1034.4 g/mol